[1]
Computed, not measured: a molecular structure, C14H7ClNO6Pt, with ωB97M-V with the def2-TZVPD basis set.

Geometry as XYZ:
```
30
Properties=species:S:1:pos:R:3
Pt 0.08 0.29 -0.14
Cl 1.99 -5.79 -4.17
C 1.28 -4.54 -3.18
C -0.07 -4.66 -2.79
C -0.65 -3.70 -2.02
C 0.07 -2.55 -1.56
O -0.54 -1.70 -0.84
C 1.44 -2.46 -1.97
C 2.27 -1.38 -1.59
O 2.00 -0.42 -0.84
C 2.02 -3.47 -2.78
H -0.63 -5.53 -3.12
H -1.69 -3.78 -1.72
H 3.28 -1.40 -2.01
H 3.05 -3.38 -3.08
O -0.71 1.14 6.96
C -1.15 1.93 6.10
O -1.80 2.98 6.18
C -0.87 1.46 4.62
C -0.16 0.29 4.38
C 0.10 -0.09 3.08
N -0.32 0.63 2.04
C -1.01 1.75 2.25
C -1.31 2.20 3.53
C -1.48 2.50 1.01
O -2.08 3.55 1.13
O -1.20 1.93 -0.12
H 0.18 -0.31 5.21
H 0.64 -1.00 2.85
H -1.87 3.11 3.66
```

Computed properties:
frontier orbital gap (spin up / spin down)	6.8 / 6.5	eV
⟨S²⟩	2.01
HOMO energy (spin up / spin down)	-5.43 / -5.43	eV
total charge	-1
strongest force on any atom	0.8	eV/A
multiplicity	3

[2]
Computed, not measured: a molecular structure, C3H7O5Tl in a non-equilibrium geometry, with ωB97M-V with the def2-TZVPD basis set.

Geometry as XYZ:
```
16
Properties=species:S:1:pos:R:3
Tl -0.31 -0.67 1.26
O -1.61 -5.53 0.55
C -1.23 -4.46 -0.14
O -1.10 -4.54 -1.35
O -0.96 -3.43 0.44
H -1.73 -6.23 -0.09
C 0.15 2.43 -0.69
C 1.12 2.95 0.40
O 0.98 2.03 1.48
O 0.36 1.08 -1.12
H 0.25 3.14 -1.51
H -0.83 2.66 -0.29
H 0.81 3.95 0.72
H 2.15 2.99 0.04
H 1.23 2.48 2.30
H 0.73 1.16 -2.00
```

Computed properties:
frontier orbital gap (spin up / spin down)	10.1 / 7.1	eV
⟨S²⟩	0.76
HOMO energy (spin up / spin down)	-14.08 / -14.08	eV
total charge	+1
strongest force on any atom	3.9	eV/A
multiplicity	2
energy relative to the best compared isomer or geometry (same formula, charge and spin)	0.0	kcal per mole

[3]
Computed, not measured: C14H20N3O6P in the gas phase in a non-equilibrium geometry, with ωB97M-V with the def2-TZVPD basis set.

Geometry as XYZ:
```
44
Properties=species:S:1:pos:R:3
C -2.20 -1.94 2.75
C -2.84 -1.78 1.23
C -1.85 -0.73 0.40
C -1.04 -1.26 -0.97
O -1.26 -2.67 -1.39
C -0.01 -0.26 -1.82
C 0.80 -0.70 -3.18
C 2.33 -1.23 -2.93
C 2.44 -2.88 -2.76
N 2.46 -3.12 -1.24
C 0.16 1.26 -1.21
C -0.65 1.79 0.12
C -1.69 0.80 0.95
P -2.57 1.57 2.46
N -4.12 0.74 2.84
O -1.43 1.33 3.80
C -0.26 3.36 0.37
O -0.93 4.23 1.14
N 0.97 3.52 -0.51
C 2.07 3.48 0.53
O 2.76 2.15 0.62
O 3.17 2.12 1.88
C 1.06 2.55 -1.67
O 1.67 2.63 -2.85
H -2.01 -3.09 2.99
H -1.23 -1.29 2.85
H -2.96 -1.56 3.60
H -3.94 -1.35 1.24
H -2.88 -2.84 0.74
H -2.11 -2.74 -1.92
H 0.21 -1.62 -3.67
H 0.73 0.19 -3.97
H 2.93 -0.99 -3.93
H 2.91 -0.68 -2.07
H 1.53 -3.42 -3.28
H 3.41 -3.32 -3.29
H 1.90 -2.31 -0.85
H 3.46 -2.94 -0.97
H -4.10 0.51 3.88
H -4.84 1.51 2.78
H -0.52 1.47 3.34
H 2.89 4.33 0.39
H 1.57 3.63 1.61
H 4.01 1.57 1.95
```

Computed properties:
frontier orbital gap	6.8	eV
SMILES	CCc1c(O)c(CCCN)c2c(c1P(N)O)C(=O)N(COO)C2=O
HOMO energy	-8.18	eV
total charge	0
strongest force on any atom	8.8	eV/A
energy relative to the best compared isomer or geometry (same formula, charge and spin)	364.0	kcal per mole

[4]
Computed, not measured: C2H2N2O in the gas phase in a non-equilibrium geometry, with ωB97M-V with the def2-TZVPD basis set.

Geometry as XYZ:
```
7
Properties=species:S:1:pos:R:3
C -0.24 0.50 0.05
C -1.66 0.11 0.13
H 2.20 -0.97 0.48
H 0.21 1.44 -0.28
N 0.46 -0.52 -0.01
N -2.77 -0.43 -0.18
O 1.80 -0.13 -0.19
```

Computed properties:
frontier orbital gap	10.5	eV
SMILES	N#C/C=N/O
HOMO energy	-10.70	eV
total charge	0
strongest force on any atom	10.8	eV/A
energy relative to the best compared isomer or geometry (same formula, charge and spin)	95.0	kcal per mole

[5]
Computed, not measured: 2 unconnected molecules or ions with the total composition C8H11N5O2 in a non-equilibrium geometry, with ωB97M-V with the def2-TZVPD basis set.

Geometry as XYZ:
```
26
Properties=species:S:1:pos:R:3
C 1.99 1.57 1.20
C 0.69 1.24 1.06
C -0.61 -1.45 -0.59
C 3.14 0.78 0.74
C 1.38 -0.70 -0.05
C -3.13 1.06 2.37
C -3.86 1.34 0.10
C 3.79 -1.34 -0.52
N -0.80 -0.41 0.14
N 2.69 -0.46 0.05
N 0.71 -1.73 -0.74
N -2.91 0.94 1.19
N 0.40 0.10 0.40
O 4.27 1.11 0.82
O -3.23 1.33 3.46
H 2.41 2.54 1.61
H -0.13 1.74 1.35
H -1.33 -2.05 -1.01
H -3.35 1.19 -0.81
H -4.55 0.42 0.08
H -4.34 2.26 0.54
H 3.67 -1.28 -1.51
H 4.74 -0.70 -0.28
H 3.62 -2.33 -0.28
H 0.89 -2.51 -1.35
H -1.95 0.28 0.76
```

Computed properties:
frontier orbital gap	9.8	eV
HOMO energy	-17.29	eV
total charge	+2
strongest force on any atom	5.3	eV/A
energy relative to the best compared isomer or geometry (same formula, charge and spin)	0.9	kcal per mole

[6]
Computed, not measured: C4H9NO2 in the gas phase in a non-equilibrium geometry, with ωB97M-V with the def2-TZVPD basis set.

Geometry as XYZ:
```
16
Properties=species:S:1:pos:R:3
O -3.02 -1.16 0.17
C -2.67 -0.12 0.67
N -1.39 0.24 0.88
C -0.36 -0.40 0.07
C 0.87 0.48 -0.11
C 1.79 -0.08 -1.21
O 1.56 0.62 1.13
H -3.33 0.59 1.17
H -1.33 1.25 0.95
H -0.03 -1.31 0.58
H -0.77 -0.71 -0.90
H 0.58 1.50 -0.34
H 2.43 -0.85 -0.79
H 1.20 -0.49 -2.04
H 2.50 0.66 -1.58
H 1.97 -0.22 1.36
```

Computed properties:
frontier orbital gap	10.9	eV
SMILES	C[C@H](O)CNC=O
HOMO energy	-10.03	eV
total charge	0
strongest force on any atom	1.1	eV/A
energy relative to the best compared isomer or geometry (same formula, charge and spin)	25.6	kcal per mole

[7]
Computed, not measured: 2 unconnected molecules or ions with the total composition C4H14N2 in a non-equilibrium geometry, with ωB97M-V with the def2-TZVPD basis set.

Geometry as XYZ:
```
20
Properties=species:S:1:pos:R:3
C 2.33 -1.01 1.92
C 2.17 -0.17 0.68
N 3.50 0.05 0.14
H 3.18 -0.73 2.49
H 2.41 -2.14 1.83
H 1.46 -0.84 2.64
H 1.75 0.76 0.94
H 1.42 -0.69 0.11
H 3.27 0.52 -0.78
H 3.85 -0.90 -0.09
C -3.44 0.42 -1.81
N -2.48 -0.19 -0.72
C -1.57 0.83 -0.34
H -2.84 1.18 -2.29
H -4.41 1.01 -1.37
H -3.78 -0.48 -2.52
H -2.95 -0.77 -0.03
H -2.05 1.76 0.00
H -0.90 0.42 0.43
H -0.92 0.97 -1.22
```

Computed properties:
frontier orbital gap (spin up / spin down)	2.6 / 9.2	eV
⟨S²⟩	0.75
HOMO energy (spin up / spin down)	1.37 / -5.16	eV
total charge	-1
strongest force on any atom	4.0	eV/A
multiplicity	2
energy relative to the best compared isomer or geometry (same formula, charge and spin)	32.3	kcal per mole

[8]
Computed, not measured: a molecular structure, C6H12S in a non-equilibrium geometry, with ωB97M-V with the def2-TZVPD basis set.

Geometry as XYZ:
```
19
Properties=species:S:1:pos:R:3
C -0.69 -1.54 0.19
C -3.04 0.28 0.41
C 0.76 -1.40 -0.15
C -0.58 1.32 0.27
C 1.29 -0.18 0.53
C 2.42 0.57 -0.15
S -1.54 -0.10 -0.24
H -1.12 -2.43 -0.17
H -3.22 1.28 0.25
H -3.85 -0.38 0.20
H 1.26 -2.30 0.17
H 1.16 -1.45 -1.12
H -0.73 1.67 1.34
H -0.22 2.13 -0.41
H 1.17 0.04 1.56
H 3.48 0.13 0.00
H 2.40 1.47 0.54
H 2.21 0.65 -1.24
H -1.15 0.23 -1.98
```

Computed properties:
frontier orbital gap (spin up / spin down)	7.5 / 7.5	eV
HOMO energy (spin up / spin down)	-7.50 / -7.50	eV
total charge	0
strongest force on any atom	3.2	eV/A
energy relative to the best compared isomer or geometry (same formula, charge and spin)	217.2	kcal per mole

[9]
Computed, not measured: a molecular structure, C15H24N2O2S2Tc, with ωB97M-V with the def2-TZVPD basis set.

Geometry as XYZ:
```
46
Properties=species:S:1:pos:R:3
Tc -0.14 0.27 0.46
C 1.49 0.53 -1.06
C 2.09 0.03 0.13
C 1.98 1.04 1.12
C 1.28 2.15 0.56
C 1.00 1.86 -0.79
C 0.43 2.79 -1.81
C 0.94 3.39 1.32
C 2.51 0.98 2.51
C 2.85 -1.25 0.27
C 1.56 -0.15 -2.39
H -0.18 2.25 -2.54
H 1.24 3.29 -2.35
H -0.19 3.55 -1.35
H 0.51 3.13 2.29
H 0.22 4.01 0.78
H 1.83 3.99 1.50
H 1.72 1.17 3.23
H 3.28 1.75 2.63
H 2.95 0.02 2.74
H 2.77 -1.66 1.27
H 3.91 -1.08 0.06
H 2.48 -2.00 -0.42
H 0.81 0.24 -3.07
H 1.39 -1.22 -2.29
H 2.55 0.00 -2.83
N -2.55 0.18 1.32
N -2.50 0.25 2.71
C -1.23 0.20 3.29
O -1.10 0.05 4.48
O -0.26 0.46 2.45
H -3.17 0.87 0.93
H -2.77 -0.75 0.98
H -3.22 -0.20 3.25
C -1.77 -3.93 -0.94
C -1.48 -2.46 -0.79
S -0.38 -2.02 0.50
C -1.94 -1.52 -1.63
C -2.81 -1.80 -2.81
S -1.47 0.16 -1.40
H -1.64 -4.45 0.00
H -1.09 -4.38 -1.67
H -2.79 -4.09 -1.29
H -3.69 -2.39 -2.53
H -2.27 -2.37 -3.58
H -3.16 -0.88 -3.27
```

Computed properties:
frontier orbital gap (spin up / spin down)	7.0 / 6.7	eV
⟨S²⟩	0.76
HOMO energy (spin up / spin down)	-6.93 / -7.31	eV
total charge	0
strongest force on any atom	0.6	eV/A
multiplicity	2
energy relative to the best compared isomer or geometry (same formula, charge and spin)	8.4	kcal per mole

[10]
Computed, not measured: a molecular structure, C5H15N3O in a non-equilibrium geometry, with ωB97M-V with the def2-TZVPD basis set.

Geometry as XYZ:
```
24
Properties=species:S:1:pos:R:3
C -1.14 0.11 0.13
C -1.51 -0.90 1.21
C -1.06 1.51 0.73
C 1.63 -0.68 0.28
N -2.09 0.14 -0.99
N 1.47 -2.05 0.27
O 1.95 -0.02 1.24
H -2.98 0.55 -0.70
H -2.33 -0.81 -1.28
H 1.38 -2.44 1.20
H 0.81 -2.44 -0.38
H -0.76 -0.92 2.00
H -1.63 -1.91 0.81
H -2.46 -0.64 1.69
H -0.22 1.55 1.43
H -1.99 1.79 1.24
H -0.87 2.24 -0.05
C 2.10 1.19 -1.28
N 1.42 -0.08 -1.04
H 1.54 -0.74 -1.80
H -0.05 0.02 -0.70
H 3.17 1.05 -1.47
H 1.98 1.80 -0.39
H 1.64 1.69 -2.13
```

Computed properties:
frontier orbital gap	8.4	eV
HOMO energy	-7.72	eV
total charge	0
strongest force on any atom	4.9	eV/A
energy relative to the best compared isomer or geometry (same formula, charge and spin)	38.9	kcal per mole

[11]
Computed, not measured: 8 unconnected molecules or ions with the total composition C26H51ClFNO24S in a non-equilibrium geometry, with ωB97M-V with the def2-TZVPD basis set.

Geometry as XYZ:
```
105
Properties=species:S:1:pos:R:3
C 3.72 -0.21 3.43
C 2.66 -0.28 2.21
Cl 3.31 0.94 0.95
C 1.21 0.27 2.60
N 0.47 -0.57 3.59
C -0.97 -0.18 3.73
C -1.25 1.38 3.83
O -2.44 1.75 4.02
S 0.42 -2.24 3.09
O -0.82 -2.94 3.56
O 1.66 -2.98 3.48
F 0.38 -2.25 1.40
H 4.74 -0.04 2.94
H 3.52 0.72 4.07
H 3.79 -1.18 4.02
H 2.66 -1.28 1.67
H 1.38 1.31 3.06
H 0.58 0.48 1.65
H -1.57 -0.59 2.84
H -1.46 -0.65 4.66
H -0.47 2.21 3.70
C -0.88 5.15 -2.49
O -0.06 4.20 -3.18
C 0.20 3.08 -2.48
O -0.19 2.84 -1.36
O 0.97 2.29 -3.24
C 1.32 1.05 -2.61
H -1.02 6.00 -3.15
H -1.86 4.72 -2.26
H -0.38 5.49 -1.58
H 0.43 0.46 -2.39
H 1.90 1.23 -1.71
H 1.94 0.49 -3.31
C -7.76 3.72 -2.27
O -6.98 2.69 -1.68
C -5.78 3.10 -1.23
O -5.35 4.23 -1.30
O -5.15 2.04 -0.70
C -3.85 2.34 -0.18
H -8.71 3.28 -2.60
H -7.98 4.51 -1.55
H -7.26 4.14 -3.15
H -3.92 3.07 0.63
H -3.19 2.70 -0.97
H -3.43 1.42 0.23
C -5.99 -0.10 -1.57
O -5.80 -1.44 -2.03
C -6.83 -2.26 -1.78
O -7.85 -1.96 -1.22
O -6.52 -3.48 -2.26
C -7.53 -4.46 -2.07
H -5.10 0.47 -1.82
H -6.85 0.36 -2.06
H -6.11 -0.08 -0.48
H -8.46 -4.17 -2.58
H -7.72 -4.61 -1.00
H -7.18 -5.40 -2.49
C 7.49 -4.33 3.30
O 7.39 -3.02 2.76
C 8.44 -2.64 2.01
O 9.41 -3.32 1.77
O 8.22 -1.39 1.58
C 9.26 -0.86 0.76
H 6.59 -4.53 3.88
H 7.54 -5.07 2.49
H 8.35 -4.42 3.96
H 9.38 -1.46 -0.14
H 10.20 -0.81 1.32
H 8.98 0.15 0.47
C 9.39 4.21 -1.61
O 10.12 3.63 -2.69
C 10.56 2.38 -2.46
O 10.39 1.75 -1.44
O 11.23 1.97 -3.54
C 11.76 0.65 -3.43
H 9.08 5.21 -1.91
H 8.49 3.62 -1.40
H 10.01 4.29 -0.72
H 10.95 -0.08 -3.29
H 12.48 0.59 -2.61
H 12.27 0.42 -4.36
C -2.21 4.44 6.58
O -2.31 5.76 6.04
C -1.26 6.12 5.29
O -0.30 5.44 5.04
O -1.48 7.37 4.85
C -0.43 7.89 4.03
H -3.11 4.25 7.17
H -2.17 3.70 5.77
H -1.34 4.35 7.23
H -0.32 7.29 3.12
H 0.51 7.93 4.58
H -0.71 8.90 3.73
C -4.94 -8.87 -4.01
O -6.29 -8.41 -4.10
C -7.12 -9.26 -4.73
O -6.82 -10.33 -5.19
O -8.35 -8.72 -4.74
C -9.34 -9.52 -5.38
H -4.37 -8.10 -3.49
H -4.89 -9.79 -3.43
H -4.51 -9.00 -5.00
H -9.46 -10.47 -4.86
H -9.08 -9.68 -6.43
H -10.28 -8.98 -5.34
```

Computed properties:
frontier orbital gap	10.3	eV
SMILES	C[C@H](Cl)CN(CC=O)S(=O)(=O)F.COC(=O)OC.COC(=O)OC.COC(=O)OC.COC(=O)OC.COC(=O)OC.COC(=O)OC.COC(=O)OC
HOMO energy	-10.59	eV
total charge	0
strongest force on any atom	5.3	eV/A

[12]
Computed, not measured: C5H8N2 in the gas phase, with ωB97M-V with the def2-TZVPD basis set.

Geometry as XYZ:
```
15
Properties=species:S:1:pos:R:3
C 1.15 0.03 -0.84
C -0.26 -0.02 -1.47
N -0.88 0.44 -0.21
C 0.46 0.84 0.29
C 0.45 0.32 1.70
N -0.50 -0.48 1.94
C -1.27 -0.65 0.71
H 1.94 0.52 -1.41
H -1.02 -1.64 0.29
H 1.49 -0.96 -0.51
H -0.63 -0.99 -1.83
H -0.41 0.72 -2.27
H 0.65 1.92 0.22
H 1.16 0.61 2.47
H -2.34 -0.65 0.92
```

Computed properties:
frontier orbital gap	9.8	eV
SMILES	C1=NCN2CC[C@H]12
HOMO energy	-8.75	eV
total charge	0
strongest force on any atom	0.4	eV/A
energy relative to the best compared isomer or geometry (same formula, charge and spin)	41.3	kcal per mole